# 1
{
  "formula": "C40H52N2S2SiSn",
  "method": "ωB97M-V/def2-TZVPD",
  "species": ["H", "H", "C", "H", "C", "H", "C", "H", "H", "C", "C", "C", "C", "C", "H", "C", "C", "C", "C", "H", "H", "H", "H", "C", "N", "C", "H", "H", "H", "C", "H", "H", "H", "H", "H", "H", "C", "H", "C", "C", "C", "S", "S", "H", "H", "Sn", "H", "H", "H", "H", "C", "H", "H", "H", "C", "H", "H", "C", "C", "N", "H", "C", "H", "C", "H", "C", "C", "H", "H", "C", "H", "H", "C", "H", "H", "C", "C", "H", "C", "C", "H", "C", "H", "H", "H", "H", "C", "C", "H", "Si", "C", "H", "C", "H", "C", "H", "H", "C"],
  "xyz": [[-1.7159, 0.5920, -4.1583], [4.4868, -1.9233, -1.7392], [-0.2831, -5.2782, 0.5217], [-2.2934, 1.6803, 3.2002], [-4.0019, -2.0042, -1.0839], [-4.9198, -0.2459, 3.9148], [-3.4048, -0.7561, 2.4928], [-2.7381, -0.7828, -4.6050], [-1.1549, -1.3897, -2.8047], [-0.7934, -1.3412, -3.8309], [-0.8568, -2.7502, -4.4297], [3.5045, -0.0111, -1.4011], [2.9580, 0.8706, 5.4440], [0.4660, 4.8465, -1.4265], [-4.1971, -0.0397, -1.9605], [-5.7887, -0.9036, 2.0794], [-5.5288, -1.3581, 0.7957], [1.3191, -0.5856, -2.6020], [2.6626, 0.1919, 4.2720], [2.8371, -0.8749, 4.1954], [-1.8829, -3.1261, -4.4130], [-4.0482, -4.1079, -0.5822], [5.2427, -0.9118, -0.4974], [-1.4040, -4.9871, 1.3197], [0.6214, -0.8259, -1.3939], [0.3068, -4.2501, -0.1640], [1.4833, 5.1859, -1.2140], [2.9112, 2.7832, 6.4320], [0.7540, -0.7890, -5.9534], [3.8995, 1.4420, -1.1394], [5.4701, -0.5272, -2.2097], [-2.0688, 2.8431, -1.2210], [1.2569, -2.7155, -1.6638], [-0.5112, -2.7435, -5.4665], [-1.7423, 1.8544, -2.6312], [0.5453, 3.7157, -4.2731], [0.5918, -2.0791, -1.0590], [1.1718, -4.4738, -0.7815], [-3.1366, -1.2553, 1.1984], [2.6608, -0.1546, -2.6469], [4.7521, -0.8977, -1.4731], [1.7842, -0.1467, 1.7483], [1.1991, 3.1637, 1.9108], [-2.7494, -3.4944, 1.9972], [-5.6055, -3.4794, -1.1453], [0.0924, 1.2971, 0.3744], [-4.4790, -1.3654, -3.1055], [-1.8851, -5.7770, 1.8885], [0.7138, 1.9588, -4.1293], [-1.9010, 3.6124, -2.8066], [-4.7212, -0.5975, 2.9075], [4.4468, 1.5105, -0.1968], [0.0957, -6.2900, 0.4427], [-3.2618, 1.1323, 4.5823], [-1.7161, -0.3994, -4.6097], [-0.1211, 5.0308, -0.5218], [-2.1666, -2.4979, 4.2268], [-4.6408, -1.0299, -2.0778], [1.2791, -0.6007, -5.0231], [-1.8453, -1.4152, 0.7327], [-6.3602, -1.5926, 0.1379], [0.9992, 2.9146, -3.6796], [4.2854, 0.4162, -3.9087], [-2.2788, -0.4667, 3.4662], [3.0087, 2.0659, -1.0568], [-1.3060, -2.6065, 0.6574], [2.7045, 2.2332, 5.5197], [2.0857, 3.0000, -3.7696], [-1.4891, 1.1416, 4.6708], [3.2569, 0.0741, -3.8813], [-1.3940, -0.3011, -5.6491], [-5.7174, -0.9418, -1.9157], [-1.5122, 2.8163, -2.1630], [-6.8098, -0.7916, 2.4265], [-0.2281, -3.4418, -3.8658], [-2.3422, 0.9585, 4.0147], [1.8672, 2.2272, 3.2280], [-1.4479, -1.2826, 5.2952], [-0.1383, -2.9068, -0.1366], [2.1169, 0.8396, 3.1593], [3.0762, 0.0170, -6.0210], [-1.8898, -3.7168, 1.3772], [3.3741, 0.3378, 6.2924], [-2.9281, -2.0088, -1.2698], [-4.2972, -3.7769, -2.3045], [-1.3351, -0.5822, 2.9289], [-2.2784, -1.4832, 4.6143], [-4.2306, -1.5325, 0.3407], [2.9167, -0.3505, -0.5558], [0.3899, 2.9621, -1.8439], [-4.5228, -3.4295, -1.2922], [0.0569, 5.4646, -2.2323], [2.5835, -0.1448, -5.0691], [1.9474, 3.9499, 4.4829], [0.6342, -0.8239, -3.8130], [-3.2147, -1.4308, 5.1779], [4.5353, 1.8304, -1.9416], [2.1673, 2.8905, 4.4242]],
  "atomic_forces_ev_per_a": [[-0.03, -0.01, -0.09], [0.03, -0.02, 0.01], [0.19, -0.26, -0.05], [-0.01, 0.06, -0.03], [-0.20, 0.00, -0.02], [0.03, 0.03, 0.01], [0.07, -0.09, 0.02], [-0.03, 0.02, 0.00], [-0.01, 0.03, 0.00], [-0.08, 0.03, -0.20], [0.01, 0.03, 0.14], [0.09, 0.10, -0.12], [0.04, -0.05, 0.02], [0.26, -0.29, 0.31], [-0.03, 0.03, -0.06], [-0.03, -0.01, 0.00], [-0.03, -0.03, 0.06], [0.16, 0.04, -0.46], [0.00, 0.06, 0.00], [0.02, 0.00, 0.04], [0.00, -0.02, 0.00], [-0.01, -0.04, -0.01], [0.04, 0.00, -0.01], [-0.08, 0.20, -0.02], [-0.21, -0.42, 0.67], [0.02, -0.02, -0.01], [0.02, 0.02, 0.00], [0.01, 0.00, -0.01], [-0.04, -0.01, 0.02], [-0.03, -0.09, 0.09], [0.00, -0.01, -0.02], [-0.03, 0.01, -0.02], [-0.03, -0.01, 0.01], [0.01, -0.02, -0.02], [-0.04, 0.03, 0.08], [-0.07, 0.05, 0.12], [0.38, 0.15, -0.50], [-0.02, 0.01, -0.01], [-0.15, 0.05, 0.12], [-0.15, -0.10, 0.07], [-0.10, -0.04, 0.10], [-0.04, -0.06, -0.39], [0.04, 0.11, -0.24], [-0.02, -0.03, -0.01], [-0.02, 0.00, -0.01], [-0.38, 0.07, 0.36], [0.00, 0.01, -0.02], [-0.02, 0.01, 0.02], [0.06, 0.04, -0.02], [0.10, 0.03, -0.06], [-0.05, 0.00, 0.01], [0.00, 0.04, 0.01], [0.05, 0.03, 0.01], [0.02, 0.00, 0.01], [0.06, -0.03, 0.08], [0.01, 0.04, 0.01], [-0.01, -0.01, 0.04], [0.14, -0.03, 0.02], [0.04, -0.01, -0.08], [0.38, 0.26, -0.54], [0.00, 0.01, -0.02], [0.21, -0.27, 0.33], [0.01, 0.00, 0.02], [0.05, -0.07, 0.03], [0.05, 0.05, 0.02], [-0.36, 0.34, 0.27], [0.00, 0.07, 0.03], [0.01, 0.00, 0.00], [0.01, 0.04, 0.04], [0.01, 0.00, -0.05], [-0.01, 0.00, -0.02], [-0.02, -0.01, -0.01], [0.12, -0.14, 0.13], [0.01, 0.03, 0.00], [-0.01, -0.02, 0.00], [0.10, -0.04, -0.09], [-0.07, -0.02, 0.22], [0.00, -0.01, 0.02], [0.16, -0.21, 0.12], [0.01, 0.05, 0.03], [-0.01, 0.05, 0.01], [-0.08, -0.29, 0.06], [-0.01, -0.01, -0.01], [0.02, 0.02, 0.07], [-0.02, -0.01, -0.01], [-0.01, 0.05, -0.08], [0.03, 0.01, -0.12], [0.15, 0.02, -0.03], [-0.08, 0.01, 0.13], [-0.62, 0.56, -0.65], [0.11, 0.06, 0.01], [-0.03, -0.10, -0.08], [0.02, -0.02, 0.01], [0.03, 0.01, -0.01], [-0.06, 0.04, 0.16], [0.01, -0.01, 0.04], [-0.01, 0.00, -0.03], [0.00, -0.06, 0.04]],
  "orbital_gap_ev": 4.999,
  "e_tot_ha": -2965.1969,
  "charge": -2,
  "relative_energy_kcal_mol": 15.1,
  "lumo_ev": 4.41,
  "e_homo_ev": -0.588
}

---

# 2
{
  "formula": "C6H9N",
  "method": "ωB97M-V/def2-TZVPD",
  "species": ["C", "H", "C", "C", "C", "H", "H", "H", "N", "H", "C", "H", "H", "H", "C", "H"],
  "xyz": [[-1.5228, -1.0121, 0.3311], [1.1173, 2.3914, 0.1172], [0.9750, -1.3780, 0.4525], [-0.2200, -1.5918, -0.1141], [0.2481, 1.9885, -0.4188], [-0.2519, -2.2625, -0.9707], [-2.0275, -0.5486, -0.5216], [0.0679, 2.3152, -1.6243], [1.2595, 0.2950, 2.4146], [-1.3850, -0.2578, 1.1110], [0.2754, 1.0203, -1.4285], [1.8763, -1.8515, 0.0757], [-2.1707, -1.8044, 0.7255], [1.3351, 0.8518, -1.6884], [1.1375, -0.4698, 1.5510], [-0.7142, 2.3142, -0.0122]],
  "atomic_forces_ev_per_a": [[0.03, 0.04, 0.05], [-0.11, -0.10, -0.13], [-0.16, -0.05, -0.12], [0.12, -0.01, 0.09], [-0.05, -0.07, 0.14], [0.02, 0.08, 0.13], [0.06, -0.08, 0.11], [0.00, 0.07, -0.10], [-0.11, -0.72, -0.84], [-0.02, -0.13, -0.09], [0.22, 0.18, 0.16], [-0.13, 0.07, 0.07], [0.08, 0.09, -0.08], [-0.15, 0.01, 0.00], [0.07, 0.65, 0.72], [0.12, -0.04, -0.09]],
  "orbital_gap_ev": 9.453,
  "e_tot_ha": -288.5966,
  "relative_energy_kcal_mol": 116.4,
  "lumo_ev": 0.76,
  "e_homo_ev": -8.693
}

---

# 3
{
  "formula": "C28H28F3N2S",
  "method": "ωB97M-V/def2-TZVPD",
  "species": ["C", "H", "C", "H", "C", "H", "C", "C", "H", "C", "C", "H", "C", "H", "C", "N", "C", "H", "F", "C", "C", "H", "H", "C", "C", "H", "H", "H", "H", "H", "H", "H", "C", "C", "C", "H", "C", "N", "C", "H", "H", "H", "H", "S", "C", "C", "C", "C", "H", "F", "H", "C", "H", "H", "C", "H", "C", "C", "H", "F", "C", "H"],
  "xyz": [[-1.4513, -2.7178, 0.6259], [2.7327, -4.9620, -0.5368], [1.2097, 1.6584, -0.5500], [0.3029, 3.2928, 2.3546], [-3.2286, 1.4012, 1.2366], [0.7827, 1.7276, -1.5732], [-4.2312, 2.0445, 0.5325], [-1.1561, -1.6635, 1.5377], [1.0523, 4.3434, -1.2711], [1.6019, -0.6336, -0.3024], [-4.5552, 0.0438, -0.7929], [-1.4037, 3.5167, 0.6088], [-0.5688, -3.3507, 3.2040], [2.9126, 2.7842, -1.1956], [-0.9264, -4.3725, 2.3119], [2.7709, -0.5396, -1.0284], [-3.5728, -0.6012, -0.0575], [0.8180, 1.6127, 2.0569], [-5.5293, 1.7585, -2.7901], [-0.8532, 2.8344, -0.0488], [4.6039, -1.8808, -2.0588], [5.0941, -1.0027, -2.4861], [-4.5464, 3.0525, 0.7916], [0.9522, 2.6525, 1.7437], [-1.3558, -4.0488, 1.0216], [4.3831, 0.7306, -1.4280], [6.0911, -3.2964, -2.7249], [-1.7269, -2.4696, -0.4001], [-5.1179, -0.4884, -1.5592], [-2.7869, 1.8987, 2.1056], [-0.4133, -1.2148, 3.5251], [-0.2135, -3.6044, 4.2048], [2.7750, -2.8368, -0.7674], [5.1463, -3.1650, -2.1990], [-4.8047, 1.3938, -0.5607], [1.9968, 2.9286, 1.9403], [3.2937, 0.7322, -1.5180], [0.7837, 0.3334, 0.0132], [2.7031, 1.8330, -0.6926], [-1.2413, 1.8266, 0.0825], [-1.6044, -4.8358, 0.3080], [-3.4603, -1.6752, -0.1766], [-0.7829, 0.4422, 1.7416], [1.4062, -2.3196, 0.1587], [-1.3682, -0.2840, 1.1878], [1.1788, 4.1978, -0.1908], [4.4799, -4.2797, -1.6667], [-0.6680, -2.0184, 2.8288], [0.6248, 4.9968, 0.3191], [-5.4661, 3.4991, -1.4505], [-1.0422, 3.1131, -1.0946], [-2.7002, 0.1397, 0.7968], [4.8988, -5.2749, -1.8027], [3.0419, 0.8552, -2.5821], [3.2829, -4.1222, -0.9551], [-0.8633, -5.4164, 2.6209], [0.6301, 2.8383, 0.2563], [-5.7045, 2.1533, -1.4911], [3.1711, 1.8822, 0.3024], [-7.0313, 1.9721, -1.1947], [3.4166, -1.7410, -1.3374], [2.2364, 4.3260, 0.0663]],
  "atomic_forces_ev_per_a": [[-0.33, 0.12, 0.53], [0.30, 0.00, -0.10], [-0.47, 0.36, -0.47], [0.21, -0.07, -0.06], [0.87, 0.02, -0.29], [0.07, -0.06, 0.34], [-0.17, -0.37, 0.14], [0.50, -1.34, -0.73], [0.05, 0.00, 0.15], [0.29, 0.30, -0.22], [-0.02, -0.07, 0.18], [0.01, -0.04, -0.14], [-0.09, -0.03, 0.02], [-0.09, -0.26, 0.16], [-0.01, 0.39, -0.12], [0.01, 0.26, -0.33], [0.45, 0.01, -0.19], [0.04, 0.15, 0.04], [-0.11, 0.26, 1.26], [-0.40, -0.11, 0.20], [0.00, -0.15, 0.05], [-0.10, -0.42, 0.12], [0.10, -0.24, 0.02], [-0.17, 0.12, 0.07], [-0.05, 0.16, -0.05], [-0.12, -0.11, 0.00], [-0.29, 0.03, 0.09], [0.24, -0.19, 0.34], [0.15, 0.09, 0.25], [0.12, -0.08, -0.51], [-0.01, -0.33, -0.16], [-0.14, 0.11, -0.32], [0.85, -0.15, -0.54], [-0.44, 0.11, 0.18], [0.26, 0.07, 0.11], [-0.28, -0.08, 0.08], [0.04, -0.24, -0.16], [1.04, -0.24, -0.60], [0.40, 0.18, 0.25], [0.04, 0.39, -0.15], [0.11, 0.21, 0.23], [0.14, 0.38, -0.18], [-0.22, -0.08, -0.03], [-0.28, -0.24, 0.24], [-1.58, -0.36, 2.31], [0.14, 0.09, -0.02], [-0.20, 0.26, 0.09], [0.01, 0.49, -0.53], [0.07, -0.17, -0.11], [-0.16, -1.28, 0.07], [0.06, 0.05, 0.23], [-0.77, 0.55, -0.55], [-0.12, 0.24, 0.04], [0.04, -0.07, 0.21], [-0.01, 0.25, 0.02], [0.02, 0.31, -0.08], [-0.05, -0.03, -0.04], [-1.23, 0.86, -1.06], [-0.03, -0.13, -0.25], [1.33, 0.10, -0.20], [0.16, 0.02, 0.24], [-0.21, 0.03, -0.07]],
  "orbital_gap_ev": 5.076,
  "e_tot_ha": -1890.7998,
  "charge": 1,
  "lumo_ev": -5.55,
  "e_homo_ev": -10.627
}

---

# 4
{
  "formula": "C4H12CsO2",
  "method": "ωB97M-V/def2-TZVPD",
  "species": ["H", "H", "H", "Cs", "H", "C", "O", "O", "C", "H", "H", "H", "H", "C", "H", "H", "C", "H", "H"],
  "xyz": [[-0.3529, -0.0436, 0.1299], [-0.9178, -2.2341, -1.2637], [-0.2085, -3.0740, 0.0248], [0.4464, 0.4961, 2.4123], [-0.5500, 2.3071, -1.7665], [-0.6889, -1.0254, 0.4633], [1.2250, 0.9882, 0.6430], [-0.3296, -1.2775, 1.8150], [1.0570, 1.4507, -0.6034], [-1.7786, -1.0447, 0.4457], [-0.9890, 0.8353, -0.9610], [1.7131, 2.3192, -0.6615], [0.7140, -2.0192, -1.0413], [-0.2013, -2.0948, -0.4542], [1.2163, 1.7592, 1.2149], [-0.7415, 2.3751, -0.1197], [-0.3395, 1.7070, -0.8813], [-0.7072, -2.1524, 1.9311], [1.4330, 0.7278, -1.3274]],
  "atomic_forces_ev_per_a": [[-0.39, -1.25, 0.83], [-0.36, 0.15, 0.01], [0.17, -0.01, 0.19], [-1.47, 4.50, 17.08], [0.51, -0.20, -0.34], [-0.90, -0.36, -1.32], [5.24, 2.37, -6.32], [-3.45, -8.60, -2.49], [2.18, 0.86, -4.28], [-0.13, 0.30, -0.18], [0.11, 0.45, -0.28], [-0.29, 0.32, -0.82], [0.47, 0.54, 0.75], [-0.30, -1.33, -1.51], [1.38, 1.35, -1.62], [-0.31, -0.11, 0.43], [-2.76, 1.95, -0.87], [-0.03, -0.79, 0.62], [0.33, -0.15, 0.11]],
  "orbital_gap_ev": 11.355,
  "e_tot_ha": -329.6995,
  "charge": 1,
  "relative_energy_kcal_mol": 203.5,
  "lumo_ev": -3.16,
  "e_homo_ev": -14.515
}

---

# 5
{
  "formula": "C15H24Br8ClN2OS",
  "method": "ωB97M-V/def2-TZVPD",
  "species": ["C", "H", "C", "C", "N", "H", "H", "H", "Br", "H", "C", "C", "H", "H", "C", "H", "H", "H", "H", "Br", "C", "Br", "H", "Br", "H", "C", "C", "H", "C", "H", "C", "H", "H", "C", "H", "N", "Cl", "C", "H", "Br", "C", "O", "Br", "C", "S", "Br", "H", "Br", "H", "H", "H", "H"],
  "xyz": [[-2.8645, 0.4100, 0.1267], [1.0018, -5.1409, 3.8985], [0.2712, -5.8027, 4.3625], [-1.9608, -1.6087, 0.5773], [-1.6904, -0.2011, 0.6893], [-0.0931, 2.0022, -4.7534], [-0.8955, 0.3219, 1.0761], [1.6204, 7.4054, -2.9224], [1.4461, 4.6920, -0.2165], [3.9513, -1.4896, -0.7710], [-3.9299, -0.6135, -0.3802], [2.0910, 5.6362, -1.7951], [4.7538, 0.0213, -2.5083], [-3.9590, 2.6179, 1.9748], [1.1489, 6.7458, -2.1920], [-3.5633, -3.7464, -1.5915], [-0.3469, -6.4454, 6.3549], [-1.9985, 2.9930, 2.0282], [5.9867, 0.0830, -1.2284], [-2.5021, 0.0816, -2.4664], [-1.8877, 1.4674, -3.6957], [4.7085, 2.2208, -1.3855], [-2.2134, 2.4230, -3.2852], [-0.4339, 6.0440, -3.0886], [-1.0938, -2.9043, 2.2440], [-0.9192, -2.6913, 1.1293], [-2.8547, 1.9903, 0.1576], [-0.0375, 0.3664, -4.0597], [-2.9213, 2.6063, 1.4850], [-2.4189, 1.2783, -4.6303], [0.6074, -2.2444, 0.9095], [0.2652, -6.7579, 3.8348], [0.7993, 7.3376, -1.3466], [4.9434, 0.2874, -1.4671], [3.0619, 6.0423, -1.5053], [-3.2594, -1.8579, -0.0355], [1.8583, -2.9801, 2.0270], [3.9722, -0.4198, -0.5546], [-2.7590, 2.6297, -0.7832], [4.5307, -0.2916, 1.3092], [0.5084, -6.0130, 5.8372], [0.9318, -1.4384, 0.0222], [-1.4885, -5.0291, 4.0331], [-0.3963, 1.3835, -3.9067], [-4.0366, -3.3845, -0.3324], [0.5719, 2.1050, -2.3762], [2.9599, -0.0233, -0.6114], [0.9261, -4.3324, 6.7314], [-4.9396, -0.3875, -0.8362], [1.3833, -6.6453, 5.9982], [-1.0690, -3.6329, 0.4948], [2.2333, 4.8898, -2.5761]],
  "atomic_forces_ev_per_a": [[-3.60, 0.35, -0.07], [-0.10, -0.06, 0.16], [-0.03, -0.27, -0.09], [0.56, 0.93, -0.01], [-5.86, -3.58, -2.11], [-0.10, -0.05, 0.09], [-0.35, -0.57, -0.34], [-0.01, -0.11, 0.08], [0.05, 0.02, 0.01], [0.02, 0.13, -0.03], [5.42, 1.76, 4.08], [0.14, 0.06, 0.20], [-0.02, -0.02, 0.13], [2.06, -1.50, 0.37], [0.00, 0.01, -0.24], [-0.04, 0.78, 0.91], [0.07, 0.06, -0.15], [-1.71, 1.30, -1.42], [-0.18, 0.00, 0.04], [0.69, 0.69, -2.08], [0.10, -0.36, -0.67], [0.06, -0.06, 0.05], [0.12, -0.15, 0.04], [-0.03, 0.05, 0.08], [0.14, 0.15, -1.71], [-0.36, 0.17, -0.41], [0.13, -0.23, 1.56], [-0.16, 0.10, -0.01], [-0.36, -1.21, -1.49], [0.09, 0.05, 0.07], [0.25, 2.33, -2.50], [-0.02, 0.08, 0.09], [0.08, -0.15, -0.08], [-0.11, 0.14, -0.21], [-0.13, 0.00, -0.03], [1.74, 2.80, 0.31], [-1.58, 0.62, -1.14], [0.13, -0.19, 0.11], [1.45, -1.35, 1.28], [-0.11, 0.07, -0.05], [0.26, 0.15, 0.16], [-1.08, -3.07, 3.49], [0.03, 0.07, -0.03], [0.24, 0.26, 0.03], [0.52, -0.33, -0.18], [-0.09, -0.20, -0.05], [0.18, 0.01, -0.06], [-0.10, -0.08, -0.05], [1.56, -0.85, 0.73], [-0.11, 0.05, -0.11], [0.23, 1.09, 1.17], [-0.10, 0.10, 0.07]],
  "orbital_gap_ev": 7.120,
  "e_tot_ha": -22220.7115,
  "charge": 1,
  "lumo_ev": -4.05,
  "e_homo_ev": -11.173
}

---

# 6
{
  "formula": "C2H4FPS",
  "method": "ωB97M-V/def2-TZVPD",
  "species": ["H", "F", "H", "H", "P", "H", "C", "C", "S"],
  "xyz": [[-2.2341, -0.3478, -0.9414], [0.6469, 1.9288, 0.7890], [0.1398, -0.5082, -1.7870], [1.5563, -0.2416, -0.6392], [-0.4420, -0.6910, 0.5746], [0.9962, -1.8046, -0.9835], [0.6480, -0.8363, -0.8893], [-0.2300, 1.0143, 1.2665], [-1.0812, 1.4864, 2.6102]],
  "atomic_forces_ev_per_a": [[-0.54, 0.03, -0.44], [-0.10, -0.74, -0.52], [0.02, 0.21, -0.27], [-0.60, -0.03, -0.70], [0.22, 1.44, 1.10], [0.32, -2.23, -0.27], [0.57, 2.66, 1.48], [-0.19, -0.69, 0.54], [0.29, -0.65, -0.92]],
  "orbital_gap_ev": [8.075, 6.489],
  "e_tot_ha": -917.8222,
  "spin_multiplicity": 3,
  "relative_energy_kcal_mol": 59.7,
  "lumo_ev": [-0.04, -2.78],
  "s2": 2.033,
  "e_homo_ev": [-8.115, -9.271]
}